Record 1
The following is a quantum chemistry calculation of an isolated molecule of C18H28N2O4, from the Open Molecules 2025 dataset.

XYZ file:
```
52
Properties=species:S:1:pos:R:3:forces:R:3:mulliken_charge:R:1
C -3.20938 -4.42216 0.93931 -0.1354 0.1626 -0.0961 -1.28
H -2.78518 -4.83428 0.02842 0.0729 -0.1261 -0.0648 0.33
H -2.44354 -4.44010 1.71009 0.0959 -0.0493 0.0850 0.34
C -3.71090 -2.99969 0.72182 0.3165 -0.0017 0.0717 -0.56
H -4.46365 -2.98880 -0.07034 -0.1227 0.0499 -0.0089 0.33
C -2.58918 -2.02605 0.36322 0.1503 -0.0090 -0.2519 0.21
N -3.05986 -0.66214 0.51223 -0.2459 0.0175 -0.1215 -0.12
C -2.21615 0.37844 0.70658 -0.3470 0.1295 0.0828 0.63
O -1.07365 0.30258 1.08794 0.3629 -0.0337 0.1142 -0.67
O -2.86970 1.53751 0.46249 -0.1391 -0.1393 -0.1001 -0.43
C -2.12603 2.74608 0.57674 0.2404 0.4422 -0.1237 -0.75
C -1.87385 3.36196 -0.80421 0.0878 -0.1837 0.2275 0.77
C -1.30260 4.76762 -0.64208 -0.2293 -0.2386 -0.0075 -1.59
H -1.11942 5.21319 -1.61651 0.0530 0.0876 -0.0673 0.41
H -0.36196 4.73318 -0.09663 0.1545 0.0364 0.0619 0.32
H -1.99333 5.40580 -0.09625 -0.0372 0.1385 0.0646 0.42
C -0.93163 2.48660 -1.62722 -0.3110 0.0775 0.0834 -0.79
H -0.83526 2.87878 -2.63705 0.0564 -0.0003 -0.1094 0.46
H -1.30424 1.46621 -1.69158 0.0217 -0.1358 -0.0652 0.18
H 0.05523 2.47044 -1.16944 0.1641 -0.0168 0.0534 -0.12
H -2.83906 3.42300 -1.31839 0.0142 0.0076 0.0331 0.24
H -2.72707 3.42321 1.19053 0.0537 -0.0793 -0.0370 0.37
H -1.17965 2.53627 1.08584 -0.1197 0.0931 -0.0401 0.31
H -3.94167 -0.43266 0.07791 0.0519 0.0519 0.0477 0.30
H -1.74762 -2.14215 1.05528 -0.1112 -0.0642 -0.0637 0.27
C -2.05796 -2.22986 -1.06761 -0.0979 -0.4800 0.4273 -1.09
H -1.72051 -3.26045 -1.20969 -0.1377 0.1314 -0.0560 0.52
H -2.82178 -1.97485 -1.80648 0.0295 -0.0200 0.0740 0.31
O -0.97195 -1.34816 -1.29048 0.2954 0.1635 -0.1363 -0.29
C 0.25458 -1.83263 -0.91615 -0.4387 0.0765 -0.1536 0.62
O 0.48042 -3.00367 -0.75568 0.1030 -0.2392 0.1170 -0.64
N 1.11230 -0.79677 -0.79647 -0.0814 0.5572 -0.0069 0.13
C 2.46513 -0.87353 -0.42747 0.3813 -0.1921 0.0585 0.45
C 3.22871 -1.96534 -0.82117 0.0028 -0.0595 -0.0373 -0.59
C 4.57102 -2.01381 -0.50091 -0.0636 0.0320 -0.0075 -0.90
C 5.15406 -0.96776 0.18867 0.0228 0.0174 0.0335 -0.82
C 4.40197 0.12777 0.59296 0.0747 -0.1394 -0.0963 0.87
C 3.03658 0.17430 0.30493 -0.1035 -0.1154 -0.0428 0.94
C 2.18524 1.32212 0.77009 0.0687 -0.1064 -0.0346 -1.29
H 2.61947 1.79308 1.64668 -0.0058 0.0830 0.0393 0.42
H 2.10664 2.08167 -0.01086 -0.0746 0.1339 -0.0041 0.23
H 1.18661 0.98119 1.03623 -0.0828 0.0851 0.0204 0.25
C 5.07480 1.24393 1.33876 -0.0591 -0.0473 -0.0104 -1.56
H 4.88453 2.20261 0.85893 0.0188 0.1173 0.0410 0.33
H 6.14925 1.08217 1.37053 0.0563 0.0205 0.0165 0.39
H 4.71097 1.29907 2.36478 0.0059 0.0938 0.0815 0.35
H 6.20869 -1.00061 0.42129 0.1026 0.0174 0.0317 0.34
H 5.16528 -2.86320 -0.80217 0.0417 -0.0805 -0.0358 0.39
H 2.76258 -2.76820 -1.36670 -0.0283 -0.0619 -0.0505 0.45
H 0.67548 0.11287 -0.76333 -0.0596 -0.1468 0.0103 -0.16
H -4.18259 -2.64246 1.63937 -0.0515 0.0546 -0.0646 0.37
H -4.03015 -5.06235 1.25323 -0.0167 -0.1114 0.0174 0.38
```
Forces are in eV/Å.

Computed properties:
Gap between HOMO and LUMO: 9.00 eV
Largest force on an atom: 0.65 eV/A
Energy above the lowest of the compared OMol25 structures with the same formula, charge and spin: 0.0 kJ/mol
LUMO energy: 0.8 eV

Record 2
The following is a quantum chemistry calculation of an isolated molecule of C18H28N2O4S at a distorted geometry, from the Open Molecules 2025 dataset.

XYZ file:
```
53
Properties=species:S:1:pos:R:3:forces:R:3:mulliken_charge:R:1
C -0.49185 1.31891 6.30143 -0.1440 -0.1300 0.1547 -0.83
H -1.25644 0.74068 5.77368 0.0419 0.0144 0.0115 0.34
O 0.30038 2.06650 5.40706 0.2148 0.1346 -0.2321 -0.43
C 1.04092 1.41252 4.48184 0.1397 -0.0212 -0.1750 0.81
C 1.82083 2.22226 3.64722 -0.1178 -0.0691 0.1051 -0.76
C 2.61112 1.65777 2.66984 -0.0231 0.1776 0.0632 -0.29
C 2.63295 0.28156 2.51824 0.4299 -0.4403 -0.5489 -0.26
C 1.87171 -0.52922 3.33445 0.0408 -0.0678 -0.0163 -0.55
C 1.07425 0.02817 4.32045 -0.1642 0.1126 0.1901 -0.44
H 0.49115 -0.62028 4.95450 -0.0511 -0.0325 0.0694 0.40
H 1.92685 -1.59843 3.20368 -0.0442 -0.1389 0.0548 0.52
S 3.58076 -0.44889 1.18796 -0.1047 -0.0118 -0.0087 1.24
O 3.86132 -1.81659 1.51224 -0.3131 -0.0056 0.1167 -0.74
O 4.66775 0.42143 0.85238 -0.1959 0.2736 0.0293 -0.72
N 2.52880 -0.45875 -0.10890 0.8039 -0.1420 0.6456 0.04
C 1.42702 -1.37595 0.03383 -0.3761 -0.5145 -0.0860 -0.34
H 1.85343 -2.28648 0.45723 -0.2517 -0.0578 -0.0446 0.52
C 0.75141 -1.71162 -1.30796 0.0614 -0.0407 0.2381 -1.58
N -0.08443 -0.68332 -1.88271 -0.0632 0.2407 0.2029 0.49
C -1.15777 -0.22760 -1.02138 0.1217 0.2569 0.0959 -0.72
C -2.30847 0.37209 -1.82533 0.1815 -0.3012 0.2187 -0.21
O -2.61391 1.52872 -1.66280 -0.0167 0.1387 -0.0078 -0.61
C -3.05912 -0.50640 -2.82169 -0.2847 0.0575 -0.2822 2.26
C -4.55975 -0.29715 -2.57655 0.2053 0.1092 0.0113 -1.85
H -4.84396 -0.68186 -1.59904 -0.0892 -0.0457 0.1047 0.42
H -5.13954 -0.81612 -3.33580 -0.0500 -0.1017 -0.0805 0.44
H -4.80015 0.76210 -2.61186 -0.0534 0.0562 -0.0016 0.38
C -2.71977 -1.99081 -2.72722 -0.0141 0.1370 -0.0036 -1.73
H -1.65971 -2.15341 -2.89296 0.0778 -0.0928 -0.0158 0.29
H -3.27798 -2.53408 -3.48696 -0.0845 -0.0667 -0.0516 0.47
H -2.99626 -2.39606 -1.75641 -0.0402 -0.1138 0.1204 0.36
C -2.69946 0.01597 -4.22070 -0.0183 0.0095 0.1830 -1.65
H -2.88743 1.08502 -4.28304 -0.0206 0.0940 -0.0328 0.38
H -1.65073 -0.16959 -4.43584 0.1506 -0.0160 -0.1012 0.25
H -3.30419 -0.48913 -4.97031 -0.0471 -0.0840 -0.0918 0.45
H -0.84616 0.54210 -0.29585 -0.1167 -0.1299 -0.0441 0.19
H -1.54356 -1.08757 -0.46824 -0.0085 -0.0191 0.0550 0.72
C 0.59326 0.37906 -2.61301 0.2037 -0.0119 -0.3660 -0.76
H -0.02575 1.27582 -2.53923 0.0171 0.0016 -0.0648 0.53
C 2.02812 0.72766 -2.19099 -0.2716 -0.0505 0.1866 -1.41
H 2.72860 -0.01875 -2.56678 0.0552 0.0556 -0.0475 0.37
H 2.28028 1.68164 -2.65688 0.0380 -0.0049 -0.0522 0.52
C 2.24321 0.83587 -0.68105 0.1346 0.5125 -0.3106 -0.30
H 3.13195 1.43780 -0.48728 -0.1865 0.1425 -0.1125 0.56
H 1.37961 1.31289 -0.19457 0.0379 -0.0041 0.0218 0.19
H 0.62712 0.08915 -3.67243 -0.0064 0.2109 0.0150 0.22
H 0.12157 -2.59322 -1.14284 0.0946 -0.0245 -0.0057 0.49
H 1.51732 -1.97479 -2.03797 0.0218 -0.1378 0.0102 0.44
H 0.67336 -0.98267 0.73530 0.0176 -0.0620 -0.0304 0.39
H 3.23208 2.26476 2.03091 0.0562 0.1572 -0.0357 0.49
H 1.78645 3.28972 3.79476 0.0149 0.1261 0.0076 0.45
H 0.11865 0.64733 6.91244 -0.0180 0.0171 -0.0351 0.34
H -0.97586 2.05128 6.94518 0.0146 -0.0971 -0.0266 0.24
```
Forces are in eV/Å.

Computed properties:
Gap between HOMO and LUMO: 9.08 eV
Largest force on an atom: 1.04 eV/A
Energy above the lowest of the compared OMol25 structures with the same formula, charge and spin: 151.8 kJ/mol
LUMO energy: 0.5 eV

Record 3
The following is a quantum chemistry calculation of the ion C18H28N3O3S with charge +1 at a distorted geometry, from the Open Molecules 2025 dataset.

XYZ file:
```
53
Properties=species:S:1:pos:R:3:forces:R:3:mulliken_charge:R:1
C 0.65190 -0.80003 -3.41674 0.2968 -0.1994 0.1807 -1.12
C 1.87100 -1.62426 -3.03574 -0.0970 0.1571 -0.1958 -0.23
H 1.96558 -2.49080 -3.70441 0.0514 0.0516 0.0790 0.39
H 2.78171 -1.01596 -3.13461 -0.0424 -0.0853 -0.0044 0.22
O 1.71670 -2.07499 -1.69806 -0.2197 0.0979 -0.0039 -0.24
C 2.62610 -3.07267 -1.29485 0.3127 -0.1715 -0.0071 -0.70
C 4.00919 -2.54646 -0.88582 -0.5109 0.1076 0.1418 -0.68
H 4.65568 -3.40208 -0.69357 0.0870 -0.0275 -0.0302 0.46
H 4.44566 -1.97211 -1.70460 0.1141 -0.0308 -0.0453 0.28
C 3.95318 -1.68611 0.38086 0.3126 -0.5490 -0.1344 -0.63
N 3.25263 -0.44315 0.14170 -0.2152 0.1459 0.0865 -0.04
C 1.97161 -0.20751 0.38368 0.4209 0.3886 -0.1191 0.16
S 1.23527 1.14772 -0.25435 0.1012 0.4066 -0.5704 -0.47
N 1.31242 -1.10033 1.24108 0.1952 -0.2585 -0.2496 0.21
C -0.03667 -1.48895 0.86201 -0.2364 -0.1648 -0.2227 -0.93
C -1.10828 -0.71807 1.65247 -0.1010 -0.5115 -0.2845 -0.51
N -0.54689 0.59018 2.02633 0.0967 0.1092 -0.2306 0.67
C 0.52657 0.41715 3.02598 0.5187 -0.1258 0.3092 -0.77
C 1.40678 -0.80255 2.65316 0.0657 0.1339 0.2553 -0.75
H 2.44472 -0.60289 2.92164 -0.0725 -0.0355 0.0786 0.40
H 1.07866 -1.69234 3.19561 0.0617 0.0619 0.0289 0.43
H 0.08178 0.27476 4.01358 -0.0633 0.0702 -0.0728 0.40
H 1.12395 1.33067 3.04110 -0.1374 -0.0060 -0.0503 0.44
C -1.57240 1.57270 2.45671 -0.4819 0.3802 -0.0655 -1.03
C -2.51771 1.89026 1.33017 -0.0822 -0.0565 0.1421 0.32
C -3.81778 1.40955 1.34499 0.2322 0.0730 0.1123 -0.43
C -4.71316 1.68023 0.31191 -0.0794 0.1910 -0.4060 -1.11
C -4.25048 2.44116 -0.73388 0.5752 0.0521 0.2473 1.03
C -2.93526 2.92773 -0.75753 -0.4495 -0.3025 0.1786 0.43
C -2.05308 2.66844 0.25967 -0.1994 0.1332 -0.2803 -0.75
H -1.05078 3.06219 0.23018 0.1722 0.0911 0.0158 0.69
O -2.74032 3.64435 -1.89370 0.3434 -0.0747 0.3234 -0.49
C -3.97286 3.62271 -2.58962 -0.2530 0.6126 -1.1424 -0.27
O -4.89848 2.84644 -1.85309 -0.2054 -0.2721 0.3165 -0.46
H -4.35452 4.64905 -2.69821 0.0922 -0.2461 0.1247 0.26
H -3.82723 3.17821 -3.58517 -0.0074 0.0292 0.2878 0.27
H -5.72486 1.31437 0.33137 -0.1591 -0.0563 0.0031 0.45
H -4.16048 0.82195 2.18307 -0.0181 -0.0755 0.1285 0.40
H -1.04677 2.47668 2.77275 0.0737 -0.1260 0.0617 0.40
H -2.11530 1.16145 3.31125 0.1324 -0.0156 -0.0152 0.43
H -1.39865 -1.24895 2.56256 -0.0217 0.1189 0.0233 0.28
H -1.99612 -0.55985 1.03953 0.0754 0.0049 0.1016 0.41
H -0.13864 -1.33390 -0.21235 -0.0507 -0.0365 0.1437 0.41
H -0.13956 -2.56095 1.05388 -0.1025 0.0602 -0.0187 0.44
H -0.05836 0.96458 1.11013 -0.2809 -0.1560 0.6165 -0.28
H 3.69998 0.19774 -0.50329 -0.1388 0.0872 0.1882 0.31
H 3.43337 -2.22941 1.16994 0.1331 0.0697 -0.0005 0.26
H 4.96635 -1.44512 0.71184 -0.1191 -0.0261 0.0853 0.41
H 2.15611 -3.56127 -0.43626 0.0846 -0.0844 -0.0466 0.28
H 2.74739 -3.81445 -2.09561 -0.0619 0.0139 0.0904 0.51
H 0.74304 -0.46930 -4.44672 -0.0268 0.0446 -0.1338 0.45
H -0.24894 -1.39930 -3.31503 -0.1072 -0.0665 -0.0371 0.28
H 0.56620 0.07349 -2.77598 -0.0086 0.0681 0.0161 0.13
```
Forces are in eV/Å.

Computed properties:
Gap between HOMO and LUMO: 8.46 eV
Largest force on an atom: 1.32 eV/A
Total charge: +1
Energy above the lowest of the compared OMol25 structures with the same formula, charge and spin: 33.3 kJ/mol
LUMO energy: -2.4 eV